ORCA calculation (the ωB97M-V functional and the def2-TZVPD basis) on a 10-piece molecular cluster, C20H65N5O10 overall in a non-equilibrium geometry.

The calculation puts the HOMO-LUMO gap at 0.325 Eh. The HOMO energy comes out at -8.903 eV. As for the calculated total energy: -1827.03538 Ha.

Geometry as XYZ:
```
100
C20H65N5O10 | the Open Molecules 2025 dataset | the ωB97M-V functional and the def2-TZVPD basis
C 12.92490 24.82398 3.76957
O 13.82143 24.01171 3.05717
C 13.28104 23.68676 1.79438
C 14.11795 22.65003 1.11606
C 15.47884 23.27674 0.69874
N 13.48278 22.00494 -0.03140
H 12.91556 25.82330 3.32600
H 13.21054 24.95674 4.81463
H 11.92059 24.39444 3.85152
H 12.25222 23.34179 1.98852
H 13.10800 24.56260 1.15096
H 14.47654 21.88166 1.80683
H 16.24551 23.15107 1.46559
H 15.45154 24.34662 0.46082
H 15.88315 22.85152 -0.22226
H 14.02304 21.48096 -0.69311
H 12.88263 22.68999 -0.47508
C 17.97112 20.55462 0.37929
O 18.83891 20.66278 -0.71024
C 18.61902 19.65703 -1.72136
C 19.76020 19.60848 -2.71454
C 21.12317 19.19586 -2.16519
N 19.83033 20.79292 -3.58318
H 18.16682 21.38066 1.05965
H 18.10054 19.64135 0.97279
H 16.92478 20.58887 0.04720
H 18.37004 18.72281 -1.20039
H 17.65566 19.99000 -2.14450
H 19.45612 18.71182 -3.27943
H 21.89595 19.15484 -2.93012
H 21.09515 18.20291 -1.71688
H 21.39280 19.93185 -1.40137
H 18.98453 21.33011 -3.37008
H 20.47062 21.43155 -3.09548
C 20.94262 21.81069 5.92397
O 21.28626 20.85490 4.94907
C 20.43866 19.72226 4.87669
C 19.39469 19.80481 3.76463
C 18.41809 20.99224 4.01729
N 18.48833 18.62499 3.98865
H 20.87748 21.42506 6.94660
H 20.01978 22.31962 5.63991
H 21.74295 22.55058 5.96644
H 21.11221 18.89627 4.63848
H 19.91611 19.50007 5.81187
H 19.81267 19.77516 2.76031
H 18.10569 21.02557 5.05530
H 17.64474 20.98693 3.24844
H 18.91708 21.94618 3.77560
H 18.24493 18.62873 4.97484
H 17.62135 18.91139 3.54604
C 12.10687 16.49210 3.39249
O 11.61844 16.15025 2.12257
C 10.32980 15.57984 2.00452
C 9.21261 16.38694 2.64696
C 7.81062 15.87165 2.28516
N 9.23935 17.77688 2.10847
H 13.01870 17.06328 3.25678
H 12.23282 15.61125 4.03592
H 11.39448 17.11124 3.95771
H 10.17840 15.44359 0.93089
H 10.38460 14.57406 2.44920
H 9.44424 16.43059 3.71394
H 7.64929 15.90224 1.21279
H 7.08195 16.45112 2.85310
H 7.60788 14.88771 2.72550
H 10.09302 18.24924 2.39190
H 9.32404 17.56840 1.11312
C 15.38559 19.20546 5.95792
O 16.74432 18.92694 6.32154
C 16.99870 17.68669 7.00721
C 16.80949 17.71108 8.53682
C 17.02612 16.25989 9.02127
N 15.48945 18.11730 9.03725
H 15.33166 20.12525 5.37825
H 14.68979 19.23544 6.78880
H 15.14940 18.42139 5.22808
H 16.43918 16.87664 6.52838
H 18.05780 17.53595 6.79286
H 17.63216 18.29243 8.95151
H 16.33201 15.54674 8.56413
H 16.67936 16.23618 10.05731
H 18.05080 15.92389 8.88470
H 14.81186 17.46975 8.62543
H 15.25453 18.94552 8.49233
O 11.77092 19.77078 1.37394
H 11.27354 19.21296 0.76461
H 12.26786 20.39276 0.80804
O 12.66462 20.03601 4.01940
H 11.91674 20.37028 4.52343
H 12.34501 19.97680 3.09731
O 16.68594 16.96278 2.23052
H 16.03348 17.68090 2.19840
H 17.46616 17.39085 2.61896
O 14.44356 17.99647 0.31133
H 14.98536 17.74781 -0.44870
H 13.63198 18.35928 -0.06093
O 15.32416 19.52731 2.60258
H 15.07166 19.29278 1.69252
H 14.48971 19.56914 3.09906
```